(1)
Entry from the OMol25 dataset: the molecule C18H26N4O6S (ωB97M-V with the def2-TZVPD basis set).

The geometry in XYZ format:
```
55
Properties=species:S:1:pos:R:3:forces:R:3:nbo_charge:R:1
C -1.51286 -0.89391 1.25519 0.0 0.0 0.0 -0.412
N -0.83528 0.10335 0.43398 0.0 0.0 0.0 -0.451
C -0.98385 0.06551 -1.01741 0.0 0.0 0.0 -0.206
C -1.94914 1.11004 -1.58059 0.0 0.0 0.0 -0.410
C -3.32522 1.10669 -0.90935 0.2 -0.1 0.3 -0.228
N -3.66203 2.45517 -0.40209 -0.2 0.3 -0.3 -0.689
C -4.85005 2.40034 0.40057 0.1 -0.6 0.1 0.677
O -5.96050 2.36841 -0.07092 0.0 0.4 0.0 -0.542
C -4.57906 2.28505 1.83674 0.0 0.0 0.0 -0.419
C -5.49379 2.11101 2.83721 0.0 0.0 0.0 0.046
N -4.98154 2.04319 4.09544 0.0 0.0 0.0 -0.427
C -3.68367 2.15036 4.05809 0.0 0.0 0.0 0.031
C -2.80377 2.06868 5.28019 0.0 0.0 0.0 0.332
O -2.52981 0.73353 5.63623 0.0 0.0 0.0 -0.513
C -1.18075 0.46508 5.23485 0.0 0.0 0.0 -0.111
C -0.52426 1.81788 5.38331 0.0 0.0 0.0 -0.103
O -1.58200 2.70034 4.97899 0.0 0.0 0.0 -0.535
S -2.99592 2.36646 2.50378 0.0 0.0 0.0 0.490
C 0.03222 0.92223 1.08938 0.0 0.0 0.0 0.695
O 0.16322 0.85316 2.30143 0.0 0.0 0.0 -0.643
C 0.87592 1.88156 0.26698 0.0 0.0 0.0 -0.506
C 1.42020 3.02995 1.10279 0.0 0.0 0.0 -0.220
N 0.39151 3.94149 1.58306 0.0 0.0 0.0 -0.441
C -0.37514 4.66067 0.57382 0.0 0.0 0.0 -0.235
C -1.43025 5.54983 1.19687 0.0 0.0 0.0 -0.079
O -0.86691 6.33756 2.22173 0.0 0.0 0.0 -0.514
C -0.45985 5.50133 3.28576 0.0 0.0 0.0 -0.169
C 0.47863 4.38107 2.87356 0.0 0.0 0.0 0.671
O 1.24587 3.90525 3.69123 0.0 0.0 0.0 -0.630
H -0.78785 -1.50417 1.79594 0.0 0.0 0.0 0.215
H -2.16195 -0.41906 1.99217 0.0 0.0 0.0 0.215
H -2.11388 -1.53413 0.61368 0.0 0.0 0.0 0.200
H -0.00902 0.17298 -1.49615 0.0 0.0 0.0 0.207
H -1.33591 -0.93418 -1.27443 0.0 0.0 0.0 0.207
H -1.52113 2.10548 -1.45166 0.0 0.0 0.0 0.206
H -2.03989 0.94629 -2.65693 0.0 0.0 0.0 0.214
H -4.10314 0.74104 -1.58561 0.0 0.0 0.0 0.195
H -3.31831 0.44169 -0.04382 0.0 0.0 0.0 0.201
H -3.90265 3.02556 -1.21007 0.0 0.0 0.0 0.378
H -6.55951 2.03925 2.67609 0.0 0.0 0.0 0.225
H -3.31951 2.54191 6.12137 0.0 0.0 0.0 0.179
H -0.78322 -0.29796 5.90042 0.0 0.0 0.0 0.197
H -1.13703 0.12562 4.19845 0.0 0.0 0.0 0.195
H -0.24858 2.02609 6.42061 0.0 0.0 0.0 0.171
H 0.31887 1.98411 4.72015 0.0 0.0 0.0 0.244
H 1.72758 1.31121 -0.11845 0.0 0.0 0.0 0.239
H 0.33953 2.24678 -0.60657 0.0 0.0 0.0 0.211
H 1.93045 2.64181 1.97908 0.0 0.0 0.0 0.266
H 2.14317 3.59135 0.49895 0.0 0.0 0.0 0.187
H 0.30575 5.26242 -0.04124 0.0 0.0 0.0 0.187
H -0.87929 3.94322 -0.07951 0.0 0.0 0.0 0.200
H -1.83168 6.22753 0.44441 0.0 0.0 0.0 0.200
H -2.25221 4.94444 1.59601 0.0 0.0 0.0 0.175
H 0.07125 6.11434 4.00896 0.0 0.0 0.0 0.222
H -1.32193 5.03975 3.78428 0.0 0.0 0.0 0.205
```
Forces are in eV/Å.

Results
Gap between HOMO and LUMO = 9.236 eV
E_HOMO = -9.30 eV
ΔE to the lowest compared entry with this formula, charge and spin = 51.13 kJ/mol



(2)
Entry from the OMol25 dataset: a structure of composition C29H22Cl5N3O3PtSSe (ωB97M-V with the def2-TZVPD basis set).

The geometry in XYZ format:
```
65
Properties=species:S:1:pos:R:3:forces:R:3:nbo_charge:R:1
Pt -0.78049 -1.89519 -0.50118 0.0 -0.7 0.3 0.678
C 3.33144 -2.83932 1.95167 0.0 0.0 0.0 -0.592
C 1.85731 -3.23021 2.06363 0.0 0.0 0.1 -0.434
C 1.04619 -2.25253 2.87378 0.1 0.0 0.0 0.004
C 0.98171 -2.37585 4.25887 0.0 -0.1 -0.1 -0.189
C 0.19854 -1.52359 5.01382 0.0 0.0 0.0 -0.189
C -0.54288 -0.52865 4.39427 0.0 0.0 0.0 -0.203
C -0.48896 -0.35159 3.01809 -0.1 0.0 0.0 -0.002
C -1.30272 0.72686 2.34468 0.1 0.1 0.0 -0.438
C -0.55573 2.05645 2.20845 0.0 0.0 0.2 -0.599
C 0.33231 -1.21303 2.29080 -0.2 -0.1 0.1 0.088
N 0.42438 -1.00231 0.85968 -0.6 -0.6 0.2 -0.445
C 1.39050 -0.26054 0.51005 0.6 0.6 0.0 0.158
C 1.74976 0.21227 -0.79897 0.2 -0.1 -0.1 -0.002
C 3.04559 0.43391 -1.19862 0.2 0.0 0.0 -0.198
C 3.02537 0.80285 -2.56126 0.2 0.1 -0.1 -0.297
C 1.71467 0.83595 -2.94662 0.1 0.0 -0.2 -0.011
N 0.93189 0.45392 -1.89153 -0.2 0.2 0.0 -0.500
H 3.90314 -3.61259 1.43572 0.0 0.0 0.0 0.215
H 3.77102 -2.69444 2.94031 0.0 0.0 0.0 0.211
H 3.45897 -1.90514 1.39682 0.0 0.0 0.0 0.185
H 1.76616 -4.21086 2.53553 0.0 0.0 0.0 0.233
H 1.42151 -3.33849 1.07053 0.0 0.0 -0.1 0.212
H 1.52239 -3.18499 4.73716 0.0 0.0 0.0 0.216
H 0.13600 -1.65538 6.08692 0.0 0.0 0.0 0.218
H -1.18814 0.11500 4.98248 0.0 0.0 0.0 0.213
H -2.20698 0.88789 2.93504 0.0 0.0 0.0 0.219
H -1.63603 0.37840 1.36380 0.1 0.1 0.0 0.218
H -0.22065 2.41417 3.18380 0.0 0.0 0.0 0.213
H -1.19783 2.82299 1.76678 0.2 -0.3 0.3 0.212
H 0.32711 1.96463 1.57042 0.0 0.0 0.1 0.191
H 2.07916 0.05017 1.29258 0.0 0.1 0.0 0.217
H 3.91631 0.29926 -0.57202 -0.1 0.0 -0.1 0.236
H 3.87444 1.02328 -3.18848 -0.1 0.0 0.0 0.242
H 1.25247 1.10551 -3.88409 0.0 0.0 0.1 0.240
Cl -0.10378 -2.20797 -7.46524 0.0 0.0 0.0 0.055
C -0.64199 -2.36328 -5.83757 0.0 0.0 0.0 -0.129
C 0.27691 -2.43957 -4.79995 0.0 0.0 0.0 -0.055
Cl 1.96720 -2.40050 -5.12356 0.0 0.0 0.0 0.056
C -0.17400 -2.54730 -3.49090 0.1 0.0 -0.1 -0.184
Cl 0.97591 -2.69566 -2.18259 -0.1 0.2 0.1 0.082
C -1.53112 -2.57480 -3.15013 0.0 -0.1 0.1 0.386
O -1.96947 -2.66341 -1.92163 0.0 0.0 -0.2 -0.717
C -2.44263 -2.51396 -4.22285 0.0 0.0 -0.1 -0.149
Cl -4.11417 -2.54721 -3.83225 0.0 0.0 0.0 0.064
C -2.00759 -2.40980 -5.53618 0.0 0.0 0.0 -0.051
Cl -3.15668 -2.31505 -6.81013 0.0 0.0 0.0 0.067
O -2.56328 6.63452 0.90998 0.0 -0.1 0.0 -0.660
C -1.33461 6.07686 0.84089 0.0 0.0 0.0 0.773
O -0.39243 6.64086 1.31623 0.0 0.0 0.0 -0.550
C -1.22407 4.74983 0.15029 -0.1 0.1 -0.1 -0.189
C -2.29730 3.87910 -0.01620 -0.1 0.1 -0.2 -0.180
C -2.11822 2.65404 -0.63569 -0.1 0.0 -0.1 -0.265
C -0.85743 2.29903 -1.10430 0.0 0.0 0.1 -0.081
S -0.74139 0.70486 -1.86317 -0.1 0.0 -0.2 0.518
C 0.22458 3.15522 -0.93769 0.0 0.1 -0.1 -0.267
C 0.03356 4.37196 -0.30527 0.1 0.0 0.0 -0.132
H -3.19659 6.13806 0.37695 0.0 0.0 0.0 0.483
H -3.28263 4.11805 0.36874 0.0 0.0 0.0 0.216
H -2.95207 1.96569 -0.73018 0.0 0.0 0.0 0.234
H 1.20997 2.88094 -1.29322 0.0 0.0 0.0 0.234
H 0.86376 5.04871 -0.14918 0.0 0.0 0.0 0.247
Se -2.62699 -2.30252 0.99390 -0.1 0.1 0.0 0.040
C -1.81727 -3.53637 2.09614 0.1 -0.1 0.0 0.015
N -1.34412 -4.30915 2.81181 -0.1 0.0 -0.1 -0.386
```
Forces are in eV/Å.

Results
Gap between HOMO and LUMO = 7.562 eV
E_HOMO = -8.35 eV
ΔE to the lowest compared entry with this formula, charge and spin = 0.00 kJ/mol



(3)
Entry from the OMol25 dataset: a structure of composition C20H62B2F3HgO11S at a distorted geometry (ωB97M-V with the def2-TZVPD basis set).

The geometry in XYZ format:
```
100
Properties=species:S:1:pos:R:3:forces:R:3:lowdin_charge:R:1
Hg -3.28811 1.47609 1.82182 1.3 2.0 1.6 1.138
O -2.02423 -2.15092 4.10556 -0.4 -1.1 1.6 0.288
H -2.55811 -1.47173 3.68691 -1.7 1.8 -0.9 0.028
H -2.38493 -3.00333 3.85082 -0.1 -0.3 -0.3 0.168
H -1.12980 -2.03024 3.77841 2.9 0.0 -0.4 0.085
B -3.96312 -0.54634 2.85265 0.2 -0.1 0.6 -0.448
H -3.04452 -0.63705 2.29391 3.5 -0.9 -2.7 -0.048
H -4.27550 -1.53320 3.15725 -1.6 -3.7 0.8 -0.020
H -3.63603 -0.00113 3.72444 0.7 1.9 3.7 -0.030
H -4.75741 -0.02649 2.33972 -3.3 1.8 -1.9 -0.030
B -3.18113 3.78924 1.01915 -0.9 -0.7 -0.6 -0.416
H -4.07084 3.78947 0.40869 -3.6 0.0 -2.3 -0.072
H -2.68486 4.74624 0.97343 2.0 3.3 0.0 -0.034
H -3.33914 3.63052 2.07465 -1.2 -0.4 4.7 -0.067
H -2.46606 3.05493 0.68197 3.0 -2.6 -2.0 -0.079
C -0.08797 -0.67789 -1.35029 -0.1 1.9 2.5 -0.634
F 0.02689 0.30389 -2.26120 0.0 -0.5 -0.1 0.118
F -1.11743 -1.44000 -1.61276 -1.1 -0.2 -0.4 0.146
F 0.97528 -1.45981 -1.39193 0.9 -0.1 -0.2 0.126
S -0.24201 0.16430 0.46383 -2.0 0.8 -0.2 0.520
O 0.96186 0.91767 0.64784 1.3 0.5 -1.0 -0.284
O -1.49974 0.91134 0.50019 2.0 -0.6 -2.1 -0.379
O -0.32057 -0.91622 1.38824 0.2 -2.5 0.6 -0.308
C -0.58258 1.58657 4.21637 -2.1 -0.2 -0.4 -0.343
O -1.69613 2.00813 3.53291 -1.2 0.4 -1.2 -0.435
H 0.23594 2.28310 4.03475 0.7 -0.2 0.3 0.060
H -0.91798 1.53860 5.25237 0.8 0.2 1.0 0.045
H -0.35333 0.54452 3.99351 0.9 -0.4 -0.3 0.024
C -3.64174 1.02022 -2.36387 -0.4 0.6 -0.5 -0.037
C -4.77318 1.19372 -1.32254 -0.3 -0.1 -0.9 -0.422
C -6.17033 0.55429 -1.70001 1.4 0.5 -0.6 -0.031
O -4.30674 0.58831 -0.13958 -0.7 -0.5 0.1 -0.139
H -3.96164 1.41530 -3.32806 -0.1 -0.1 -0.2 0.073
H -3.24658 0.01465 -2.50801 -0.5 -0.3 0.2 0.055
H -2.76131 1.61067 -2.11030 -0.2 0.1 0.5 0.082
H -4.89318 2.25769 -1.11841 0.0 0.0 0.0 0.120
H -6.48830 0.89669 -2.68477 0.1 0.0 -0.1 0.068
H -7.01802 0.75611 -1.04520 0.4 0.1 0.4 0.075
H -5.98096 -0.51577 -1.78501 -0.3 -0.3 0.0 0.071
H -4.78326 -0.24360 -0.08992 0.2 -0.3 0.6 0.087
C 2.85677 -2.27793 3.13447 1.4 0.0 0.9 -0.034
C 1.84000 -2.21457 4.26337 -1.3 1.3 -1.5 -0.423
C 2.06207 -1.00699 5.11332 1.3 -0.3 2.6 -0.073
O 0.58008 -1.90350 3.65121 -1.5 -1.1 -0.3 -0.132
H 3.80976 -1.93167 3.53448 0.4 -0.3 0.3 0.082
H 2.69352 -1.48027 2.40978 -0.5 -0.3 -0.3 0.080
H 3.07036 -3.24108 2.67097 -0.5 0.2 -0.1 0.072
H 1.61545 -3.14551 4.78397 0.7 0.0 0.3 0.142
H 2.31914 -0.07581 4.60842 -0.2 -0.3 -0.3 0.098
H 2.86062 -1.23585 5.81903 0.8 0.1 -0.1 0.072
H 1.29258 -0.82632 5.86388 -0.7 0.1 -0.6 0.083
H 0.73099 -1.33963 2.88905 -0.3 0.3 -0.6 0.034
C 5.79359 0.77566 -0.26310 1.4 -0.1 0.5 -0.058
C 4.32278 0.94790 -0.28138 -1.3 0.3 -3.7 -0.468
C 3.79266 1.19345 -1.74694 0.8 1.4 -0.1 -0.042
O 3.63473 -0.22242 0.00261 0.2 -1.4 2.0 -0.064
H 6.24720 1.68067 -0.66716 0.1 0.0 -0.1 0.083
H 6.19282 -0.08268 -0.80345 -0.5 0.0 -0.5 0.083
H 6.22596 0.62791 0.72652 -0.3 0.2 0.4 0.079
H 4.03271 1.84632 0.26343 -0.1 -0.2 0.7 0.127
H 4.30570 2.02027 -2.23815 0.3 0.2 0.0 0.070
H 2.75180 1.51671 -1.76102 -0.1 -0.4 0.3 0.049
H 3.90032 0.33990 -2.41623 0.1 -0.3 0.4 0.077
H 2.70229 -0.00708 0.07862 -0.6 0.1 0.2 0.046
C -4.42020 -1.66774 -5.73917 -0.2 0.3 0.6 -0.037
C -2.99454 -1.57634 -5.20962 1.7 1.0 -0.1 -0.518
C -2.46851 -2.66822 -4.29779 -2.8 -0.8 -0.2 -0.050
O -2.17616 -1.47631 -6.34030 0.5 -0.1 -2.2 -0.063
H -4.54587 -0.97200 -6.56878 0.4 -0.3 -0.3 0.081
H -5.13851 -1.24029 -5.03958 0.0 -0.5 0.5 0.069
H -4.71604 -2.67914 -6.01786 0.0 0.0 -0.1 0.080
H -2.87093 -0.62140 -4.69884 -0.4 0.2 0.4 0.111
H -2.83332 -3.60961 -4.70862 0.3 -0.3 -0.3 0.072
H -3.18908 -2.51030 -3.49532 0.8 -0.4 1.2 0.076
H -1.41969 -2.82150 -4.04365 -0.2 0.9 0.1 0.082
H -1.24629 -1.33890 -6.14523 -0.1 0.0 0.5 0.089
C 4.28402 -3.63691 -1.96540 -1.8 -0.3 0.7 -0.030
C 3.21753 -3.80246 -0.82122 0.5 -0.7 -0.3 -0.472
C 2.86435 -5.28365 -0.49702 -0.4 0.4 -0.9 -0.042
O 3.72660 -3.16824 0.29919 1.7 -0.2 2.0 -0.080
H 5.22303 -4.15294 -1.76525 -0.1 -0.1 0.3 0.075
H 4.45327 -2.56049 -1.99332 0.2 0.0 -0.6 0.063
H 3.82387 -4.04562 -2.86502 0.3 0.3 -0.4 0.070
H 2.37789 -3.11032 -0.88481 -1.0 -1.2 -1.9 0.117
H 2.15789 -5.40587 0.32401 0.4 0.3 0.3 0.071
H 3.72736 -5.94407 -0.41242 0.4 0.4 0.6 0.071
H 2.35424 -5.78107 -1.32192 -0.3 0.4 -0.5 0.063
H 3.81472 -2.25966 0.00202 0.2 0.7 0.6 0.044
C 1.93417 4.41160 -1.14951 -0.1 -0.1 -0.5 -0.050
C 2.45857 4.60681 0.28517 0.3 -0.6 -1.4 -0.486
C 2.24644 6.04499 0.76958 -0.3 -0.4 1.0 -0.053
O 1.75636 3.62087 0.99299 -1.1 0.8 1.8 -0.053
H 0.85711 4.57647 -1.12013 -0.1 0.5 0.1 0.087
H 1.94603 3.37288 -1.47970 0.5 -0.1 0.3 0.044
H 2.36648 4.98291 -1.97098 0.2 0.4 0.2 0.070
H 3.50684 4.35808 0.45059 0.5 0.3 -0.7 0.120
H 2.87638 6.80102 0.30086 0.1 -0.4 -0.5 0.071
H 2.50975 6.09476 1.82613 -0.1 -0.1 0.2 0.072
H 1.20705 6.36475 0.69529 -0.1 -0.1 -0.1 0.082
H 2.14211 2.74184 0.98237 0.1 0.1 -0.3 0.047
```
Forces are in eV/Å.

Results
Charge = -1
Gap between HOMO and LUMO = 5.525 eV
E_HOMO = -3.63 eV
ΔE to the lowest compared entry with this formula, charge and spin = 491.67 kJ/mol



> Which of these has the highest ΔE to the lowest compared entry with this formula, charge and spin?

C20H62B2F3HgO11S